# 1
Below is 2 unconnected molecules or ions with the total composition C4H8Cl2OSi in a non-equilibrium geometry, with properties calculated with ωB97M-V/def2-TZVPD.

ORCA input file:
```
! wB97M-V def2-TZVPD RIJCOSX def2/J DEFGRID3
* xyz 0 1
C 0.9008 -0.1143 -0.4444
C -0.2108 0.5569 -1.1178
C 2.1227 -0.2625 -1.3211
C -2.4953 0.0986 1.8588
O 0.5992 1.3000 -0.2761
Si -2.6304 0.0014 -0.0204
Cl -3.2197 -1.8384 -0.4453
Cl -4.0365 1.3479 -0.6339
H 0.9195 -0.8626 0.3061
H -0.3104 0.8447 -2.2492
H 2.5090 -1.2391 -1.2637
H 2.9448 0.5496 -1.0359
H 1.8741 -0.1465 -2.4790
H -3.4374 -0.0609 2.3369
H -1.7789 -0.7595 2.2792
H -2.2454 0.9895 2.2031
*
```

Calculated values
**Gap between HOMO and LUMO**: 0.31649 hartree
**Relative energy (zero: lowest compared OMol25 entry of this formula, charge and spin)**: 90.3 kcal per mole
**HOMO level**: -8.30 eV
**E_tot**: -39246.5202 eV
**E_LUMO**: 0.3 eV

=====

# 2
Below is a molecular structure, C44H34F2N10Sc in a non-equilibrium geometry, with properties calculated with ωB97M-V/def2-TZVPD.

ORCA input file:
```
! wB97M-V def2-TZVPD RIJCOSX def2/J DEFGRID3
* xyz 1 1
Sc 0.2768 0.2937 -0.0541
C 0.3521 -2.9914 0.7033
N 1.2341 -1.8429 0.9828
C 1.6453 -1.6735 2.3583
C 0.4678 -1.0865 3.1581
N -0.6787 -0.7039 2.6144
C -1.3682 -0.1787 3.6809
C -2.6039 0.4787 3.7299
C -3.0641 0.9584 4.9367
C -2.3039 0.8371 6.0969
C -1.0712 0.2291 6.0569
C -0.6472 -0.2687 4.8563
N 0.5036 -0.9670 4.4926
C -0.2542 -2.8584 -0.6577
N -0.5252 -1.6916 -1.1288
C -1.2422 -1.9520 -2.3463
C -1.8065 -1.0736 -3.2961
C -2.5181 -1.6378 -4.3378
C -2.7292 -3.0357 -4.4004
C -2.0541 -3.8994 -3.5946
C -1.2535 -3.3437 -2.5566
N -0.6322 -3.9232 -1.4382
H -0.4886 -2.9982 1.4038
H 0.8662 -3.9587 0.8882
H 2.0714 -1.8738 0.4129
H 2.4625 -0.9636 2.4289
H 2.0579 -2.6212 2.8055
H -3.1167 0.5660 2.7729
H -4.0368 1.4351 5.0762
H -2.7091 1.2487 7.0074
H -0.4511 0.1829 7.0002
H 1.3403 -1.1338 5.1123
H -1.7074 -0.0270 -3.2119
H -2.9976 -0.9560 -5.0130
H -3.4271 -3.4091 -5.1915
H -2.1988 -4.9594 -3.7158
H -0.4574 -4.8991 -1.2323
C 1.6762 -1.9570 -5.1272
C 1.7939 -2.8139 -4.0328
C 1.9061 -2.2671 -2.7495
C 2.0628 -0.8870 -2.5654
C 1.9729 -0.0671 -3.6741
C 1.7860 -0.5943 -4.9208
N 2.1773 -0.2798 -1.2865
C 3.2937 -0.3877 -0.5851
C 4.5573 -1.0479 -0.9331
C 5.6641 -0.9752 -0.1390
C 5.6401 -0.3677 1.1423
C 4.5082 0.2951 1.5120
C 3.3257 0.2661 0.6877
N 2.1967 0.9505 1.0639
N 2.2116 1.6605 2.1307
C 0.9824 2.3241 2.4127
C 0.9503 3.2442 3.4105
C -0.1081 4.1116 3.5622
C -1.1485 3.9544 2.6411
C -1.0663 2.9065 1.6813
N -0.0697 2.0372 1.5995
H 1.5635 -2.2847 -6.1548
H 1.6241 -3.9157 -4.1447
H 2.1218 -2.9459 -1.9079
H 2.0953 1.0028 -3.5666
H 1.7248 0.1348 -5.6988
H 4.6841 -1.4539 -1.9007
H 6.4941 -1.5527 -0.4186
H 6.4013 -0.4416 1.8511
H 4.4027 0.7931 2.5005
H 1.9156 3.3545 3.9475
H -0.1724 4.7731 4.3914
H -1.9756 4.6555 2.5919
H -1.9454 2.7733 1.1231
F 1.5102 5.0862 -2.2523
C 0.5576 4.1764 -2.0196
C 0.9122 2.8755 -1.6574
C -0.1217 2.0150 -1.3079
C -1.4074 2.4460 -1.3182
C -1.7207 3.7188 -1.7996
F -3.0114 4.1227 -1.8277
C -0.7614 4.6146 -2.2005
C -2.4336 1.4308 -0.9360
C -3.6770 1.3564 -1.5439
C -4.6168 0.4331 -1.1163
C -4.2770 -0.5151 -0.1516
C -2.9641 -0.4538 0.2918
N -2.0468 0.4800 -0.0792
H 1.9512 2.5466 -1.5781
H -1.0547 5.5671 -2.5915
H -3.8992 1.9962 -2.3476
H -5.6344 0.3263 -1.5033
H -4.9313 -1.3122 0.1014
H -2.5557 -1.2103 0.9937
*
```

Calculated values
**Gap between HOMO and LUMO (spin up / spin down)**: 0.22261 / 0.22257 hartree
**Relative energy (zero: lowest compared OMol25 entry of this formula, charge and spin)**: 19.6 kcal per mole
**HOMO level (spin up / spin down)**: -9.68 / -9.68 eV
**E_tot**: -87214.7180 eV
**E_LUMO (spin up / spin down)**: -3.6 / -3.6 eV

=====

# 3
Below is 2 unconnected molecules or ions with the total composition C10H10ClN2O2 in a non-equilibrium geometry, with properties calculated with ωB97M-V/def2-TZVPD.

ORCA input file:
```
! wB97M-V def2-TZVPD RIJCOSX def2/J DEFGRID3
* xyz 1 1
C -0.6280 0.4631 -1.7639
C 0.8837 -1.4475 -1.6058
C -0.3114 0.5847 -3.1134
C 1.1611 -1.3279 -2.9901
C 0.0117 -0.5129 -0.9643
C 0.5354 -0.3239 -3.6684
C 0.5027 -1.2528 1.2950
C 0.9184 2.3265 2.6265
C -1.0631 0.4321 1.0954
C -1.0008 -0.1036 2.5274
N -0.1572 -0.5075 0.3723
N 0.0134 -0.9345 2.4998
O 0.4276 2.5111 1.5599
O -1.7978 0.0780 3.5479
Cl 0.9043 -0.0527 -5.3703
H -1.4406 1.2123 -1.4630
H 1.3890 -2.3010 -1.0366
H -0.9840 1.2904 -3.7625
H 1.5814 -2.1503 -3.5031
H 1.4024 -1.8600 1.2454
H 1.6132 2.9361 3.1322
H -2.1831 0.5093 0.8345
H -0.8333 1.4772 0.9666
H 0.4729 -1.4805 3.2195
H -1.4178 0.4345 4.3190
*
```

Calculated values
**Gap between HOMO and LUMO (spin up / spin down)**: 0.24621 / 0.27270 hartree
**Relative energy (zero: lowest compared OMol25 entry of this formula, charge and spin)**: 74.0 kcal per mole
**HOMO level (spin up / spin down)**: -10.81 / -11.89 eV
**E_tot**: -30118.1975 eV
**E_LUMO (spin up / spin down)**: -4.1 / -4.5 eV

=====

# 4
Below is 8 unconnected molecules or ions with the total composition C28H69BrN17O10P2, with properties calculated with ωB97M-V/def2-TZVPD.

ORCA input file:
```
! wB97M-V def2-TZVPD RIJCOSX def2/J DEFGRID3
* xyz 1 1
C -0.6399 2.0321 5.4698
C -1.6669 1.8808 4.8637
C -2.9340 1.6536 4.1810
P -4.1803 3.1186 4.6298
O -4.7557 3.6098 3.1716
Br -2.9114 4.8513 5.1210
C -3.6121 0.4446 4.9177
N -4.2429 -0.4761 3.9677
C -4.8674 0.2484 2.9502
N -6.1931 0.2748 2.9291
P -7.2191 -0.6367 4.0554
C -8.7179 0.2816 3.5667
O -7.4113 -1.9974 3.1575
N -4.0990 0.9153 2.1125
C -4.5199 1.1183 0.7182
C -4.1431 0.0033 -0.2789
C -2.7221 0.0754 -0.8535
C -4.4971 -1.3969 0.2291
C -2.7376 1.3228 2.6405
C -1.7353 0.1442 2.4845
C -2.2521 2.5024 1.7799
C -1.0444 3.3196 2.2374
C 0.3263 2.6402 2.2094
C 0.8505 2.3567 0.7970
C 2.0525 1.4052 0.8081
C 1.6687 -0.0681 0.9060
C 2.8802 -0.9979 0.7810
C 2.6642 -2.3159 1.5141
O 3.0204 -2.1681 2.8806
C 2.0786 -2.5890 3.8381
H 0.2514 2.1365 6.0399
H -5.6981 3.4115 3.1130
H -2.8820 -0.1062 5.5058
H -4.3785 0.7951 5.6128
H -3.5340 -1.0648 3.5463
H -6.6285 0.8470 2.2180
H -9.2640 -0.2221 2.7718
H -9.3474 0.4108 4.4457
H -8.4591 1.2791 3.2069
H -7.3195 -2.7584 3.7429
H -5.6115 1.1535 0.7080
H -4.2309 2.0788 0.3060
H -4.8138 0.2181 -1.1170
H -2.7277 -0.3191 -1.8718
H -2.3642 1.1023 -0.9196
H -2.0130 -0.5355 -0.2936
H -3.6803 -1.8661 0.7820
H -4.7153 -2.0533 -0.6157
H -5.4055 -1.3895 0.8380
H -1.3052 -0.1644 3.4376
H -2.2383 -0.7238 2.0510
H -0.9361 0.4028 1.7964
H -2.0050 2.0835 0.8019
H -3.0794 3.1818 1.6015
H -0.9881 4.1712 1.5489
H -1.2105 3.7551 3.2185
H 0.3487 1.7290 2.8124
H 1.0304 3.3250 2.6930
H 0.0583 1.9461 0.1596
H 1.1748 3.3094 0.3689
H 2.6894 1.5580 -0.0651
H 2.6533 1.6537 1.6917
H 1.1750 -0.2695 1.8663
H 0.9396 -0.2985 0.1174
H 3.7358 -0.5062 1.2469
H 3.1166 -1.1772 -0.2660
H 1.6039 -2.5981 1.4231
H 3.2543 -3.1177 1.0575
H 2.1586 -1.9355 4.7085
H 2.2644 -3.6162 4.1737
H 1.0528 -2.5153 3.4542
C 6.1254 0.0229 -1.1585
O 4.9348 0.3140 -1.1591
N 7.0661 0.8152 -0.5593
N 6.6256 -1.0938 -1.7454
H 8.0442 0.5929 -0.5820
H 6.7532 1.6569 -0.1159
H 5.9799 -1.6940 -2.2195
H 7.6092 -1.3206 -1.7135
C -11.1764 1.0762 0.4259
O -10.8676 1.1697 1.6054
N -11.0731 2.1271 -0.4392
N -11.6525 -0.0842 -0.1124
H -11.3339 2.0730 -1.4053
H -10.7482 3.0000 -0.0688
H -11.7629 -0.8685 0.5021
H -11.9225 -0.1756 -1.0732
C 10.5509 -0.7629 -2.7263
O 9.4601 -1.1964 -2.3596
N 11.5075 -0.3862 -1.8269
N 10.8784 -0.6327 -4.0312
H 12.4052 -0.0345 -2.1001
H 11.2999 -0.4929 -0.8526
H 10.2097 -0.9036 -4.7275
H 11.7639 -0.2903 -4.3531
C 10.1810 -0.7522 -7.8083
O 11.0062 -0.7531 -6.9070
N 9.7583 0.3873 -8.4206
N 9.6044 -1.9092 -8.2603
H 9.0748 0.3960 -9.1546
H 10.1562 1.2536 -8.1099
H 9.9082 -2.7723 -7.8484
H 8.9401 -1.9349 -9.0146
C 1.4809 -6.7370 2.1853
O 1.7279 -7.9192 2.0613
N 0.1970 -6.2672 2.3274
N 2.4482 -5.7694 2.1956
H -0.0225 -5.2957 2.4317
H -0.5407 -6.9455 2.3263
H 3.4010 -6.0660 2.0972
H 2.2444 -4.7942 2.2941
C -4.7401 4.1549 -2.0297
O -5.2644 3.2979 -1.3278
N -4.0758 5.2213 -1.4989
N -4.7847 4.1031 -3.3897
H -3.6446 5.9339 -2.0568
H -4.0400 5.2960 -0.4998
H -5.2723 3.3334 -3.8079
H -4.3664 4.7958 -3.9813
C 5.6111 -2.1246 -7.5784
O 5.6412 -1.8149 -8.7592
N 4.4505 -2.4552 -6.9366
N 6.7480 -2.1626 -6.8239
H 4.4114 -2.7125 -5.9694
H 3.6062 -2.4379 -7.4763
H 7.5904 -1.9158 -7.3128
H 6.7766 -2.4091 -5.8530
*
```

Calculated values
**Gap between HOMO and LUMO**: 0.31147 hartree
**HOMO level**: -10.83 eV
**E_tot**: -164584.0045 eV
**E_LUMO**: -2.4 eV

=====

| no. | molecular weight (g mol⁻¹) |
| --- | --- |
| 1 | 171.10 |
| 2 | 785.78 |
| 3 | 225.66 |
| 4 | 945.82 |